{
  "formula": "C33H78BF10N5O9",
  "method": "ωB97M-V with the def2-TZVPD basis set",
  "elements": ["C", "C", "C", "C", "C", "C", "N", "O", "C", "C", "C", "H", "H", "H", "H", "H", "H", "H", "H", "H", "H", "H", "H", "H", "H", "H", "H", "H", "H", "C", "C", "C", "O", "C", "N", "H", "H", "H", "H", "H", "H", "H", "H", "H", "H", "H", "H", "C", "C", "C", "O", "C", "N", "H", "H", "H", "H", "H", "H", "H", "H", "H", "H", "H", "H", "C", "C", "C", "O", "C", "N", "H", "H", "H", "H", "H", "H", "H", "H", "H", "H", "H", "H", "C", "C", "C", "O", "C", "N", "H", "H", "H", "H", "H", "H", "H", "H", "H", "H", "H", "H", "C", "O", "O", "C", "F", "F", "F", "C", "C", "H", "H", "H", "H", "H", "H", "C", "O", "O", "C", "F", "F", "F", "C", "C", "H", "H", "H", "H", "H", "H", "B", "F", "F", "F", "F"],
  "positions_angstrom": [[-4.345132, -6.781522, 7.805479], [-4.164742, -5.331645, 7.345872], [-2.642771, -4.838057, 7.441483], [-1.761382, -5.435372, 6.305816], [-2.319450, -5.485541, 4.838966], [-3.755185, -5.897151, 4.701592], [-4.580726, -5.128462, 5.950076], [-5.444179, -4.483626, 5.555807], [-4.033552, -7.429528, 4.867031], [-4.368447, -5.353280, 3.427468], [-5.057358, -4.461753, 8.204107], [-3.723540, -7.498846, 7.337787], [-5.429261, -7.065295, 7.719296], [-4.146587, -6.735843, 8.901247], [-2.167415, -5.259059, 8.381525], [-2.758846, -3.743562, 7.517087], [-1.511089, -6.512228, 6.569535], [-0.745078, -4.927689, 6.333376], [-1.676818, -6.095126, 4.214470], [-2.196615, -4.519455, 4.291296], [-3.155519, -7.942041, 5.247756], [-4.200482, -7.926889, 3.888995], [-4.921746, -7.666571, 5.434352], [-3.809434, -5.716649, 2.577242], [-4.378286, -4.243578, 3.353600], [-5.387754, -5.651872, 3.321358], [-6.031596, -4.931625, 8.234066], [-5.114819, -3.388885, 8.030820], [-4.567743, -4.511252, 9.156441], [3.378062, 6.789587, 4.845047], [4.085853, 6.042654, 5.974889], [4.364547, 6.857138, 7.267408], [4.832974, 6.033594, 8.278430], [4.744803, 6.525306, 9.595643], [3.311470, 4.935061, 6.428928], [1.568392, 4.630814, 5.416086], [3.779795, 4.064346, 6.332279], [3.174504, 5.009563, 7.460501], [2.935883, 6.083238, 4.123356], [4.114059, 7.453253, 4.342533], [2.525649, 7.369274, 5.336375], [5.021550, 5.664499, 5.435944], [3.383611, 7.348337, 7.459193], [4.968242, 7.726743, 7.090691], [5.584555, 7.258137, 9.687812], [4.738588, 5.666147, 10.251899], [3.734850, 6.943780, 9.822124], [-3.891302, -0.094889, -3.133551], [-3.100291, -1.339446, -3.445950], [-2.736305, -1.445512, -4.940622], [-2.064688, -2.580957, -5.251750], [-2.834172, -3.826715, -5.138447], [-1.764492, -1.385531, -2.669925], [-1.049975, -0.812223, -3.136132], [-1.847141, -1.142257, -1.683582], [-1.383065, -2.333057, -2.578543], [-3.452340, 0.716616, -3.607826], [-3.816264, 0.051695, -2.028835], [-4.916991, -0.218140, -3.445056], [-3.621731, -2.262782, -3.133667], [-1.970954, -0.629477, -5.129164], [-3.690425, -1.308395, -5.517155], [-2.834784, -4.160854, -4.160586], [-2.397265, -4.507774, -5.868745], [-3.869071, -3.546517, -5.529295], [2.339669, 0.486404, -8.973989], [1.128331, 1.358276, -8.711821], [0.226745, 1.212759, -9.947675], [-0.995607, 1.809238, -9.603681], [-1.921807, 1.687683, -10.628808], [0.231969, 0.895662, -7.695927], [0.675191, 0.685444, -6.806045], [-0.601220, 1.513456, -7.562616], [-0.181826, 0.025245, -7.995247], [2.791058, -0.062951, -8.088722], [3.286078, 0.964740, -9.378687], [2.161859, -0.172619, -9.751610], [1.387059, 2.378766, -8.577103], [0.066565, 0.129380, -10.257901], [0.734744, 1.613490, -10.826636], [-2.807868, 2.150081, -10.217186], [-1.996901, 0.658674, -10.936552], [-1.498663, 2.208339, -11.480432], [2.424496, -3.643494, -2.808060], [2.524286, -2.233297, -3.363868], [3.981168, -1.777968, -3.268467], [3.903324, -0.403187, -3.638872], [5.181826, 0.197459, -3.477865], [1.976177, -2.074836, -4.733349], [2.557617, -2.522788, -5.431297], [1.029726, -2.331822, -4.739877], [1.813939, -0.423480, -5.001229], [3.170220, -4.273030, -3.240775], [1.463779, -4.038458, -3.130807], [2.486695, -3.744531, -1.761209], [1.947011, -1.475777, -2.815036], [4.487291, -2.344037, -4.009029], [4.385079, -1.977269, -2.237135], [5.214573, 1.191025, -3.990535], [5.930205, -0.447111, -3.907927], [5.483161, 0.189130, -2.385620], [1.405879, 1.273498, -3.985283], [0.480198, 0.753521, -3.007568], [1.342684, 0.466093, -5.100687], [0.937622, 2.684303, -4.497890], [-0.296787, 2.585419, -4.984896], [0.924080, 3.674403, -3.619002], [1.857287, 2.981475, -5.464837], [0.991815, 0.731038, -1.621478], [0.725494, 1.919251, -0.846260], [1.239479, 2.778926, -1.297057], [-0.347062, 2.195363, -0.873535], [1.043148, 1.823846, 0.175078], [2.049472, 0.566703, -1.673988], [0.549539, -0.238289, -1.251201], [2.402266, 1.330811, -3.587198], [0.642089, 4.948007, 3.665411], [1.501365, 5.644082, 2.875126], [1.227933, 4.147117, 4.578244], [-0.342515, 5.966187, 4.277934], [0.234697, 7.090449, 4.636253], [-1.247625, 6.231329, 3.273605], [-1.093441, 5.606110, 5.313477], [2.566001, 5.054714, 2.111671], [3.001393, 5.988917, 0.976854], [2.094789, 6.204403, 0.349316], [3.380233, 6.911720, 1.377517], [3.737554, 5.517570, 0.314791], [2.117797, 4.186547, 1.585637], [3.361016, 4.680591, 2.798069], [0.051817, 4.248390, 3.077216], [-2.441063, -2.412519, 0.064654], [-2.613459, -2.955852, 1.321224], [-1.552070, -1.218336, 0.038340], [-1.853566, -3.376442, -0.776011], [-3.674557, -2.010852, -0.546228]],
  "forces_ev_per_angstrom": [[-1.623, 0.620, 1.124], [0.643, 1.215, 0.838], [-0.432, -1.154, -0.296], [1.119, -0.655, -0.247], [1.014, 1.878, 0.490], [-0.966, -0.585, 0.456], [3.203, -3.159, -2.682], [-2.218, 1.839, 0.813], [0.374, 0.125, -1.045], [0.014, 1.131, 0.308], [0.290, -0.113, 0.378], [0.593, -0.552, -0.318], [1.020, 0.062, -0.068], [0.030, -0.198, -0.803], [-1.033, 0.761, -0.790], [0.750, -0.372, -0.306], [-0.431, 1.189, -0.031], [-1.293, -0.478, -0.227], [-0.041, -0.707, 0.119], [-0.243, -0.219, 0.834], [-0.046, 0.020, 0.483], [0.074, 0.763, 0.243], [-0.093, 0.042, 0.267], [0.269, -0.222, -0.126], [0.331, -0.686, 0.188], [-0.727, -0.439, -0.133], [-0.365, 0.305, 0.300], [-0.018, -0.121, -0.755], [-0.183, -0.212, 0.914], [-0.557, 1.001, 1.237], [2.086, -0.019, -0.798], [-1.030, 1.004, -1.539], [-0.292, -0.734, -0.173], [-0.409, 0.815, -0.361], [-2.008, -0.791, 1.556], [0.053, -0.783, -1.578], [0.407, -0.722, -0.316], [0.109, -0.124, -1.183], [0.575, 0.704, 0.793], [-0.709, -0.123, 0.226], [1.012, -0.406, -1.043], [-0.646, 0.327, 1.289], [0.032, -0.584, 0.599], [1.025, 0.366, -0.178], [-0.839, -0.501, 0.812], [0.923, -0.147, 0.246], [0.682, 0.423, -0.467], [0.273, -1.528, 2.176], [0.586, -1.149, -0.152], [-0.331, 1.898, 0.936], [0.844, -2.396, -0.397], [-0.906, 2.599, -3.314], [-0.236, -0.295, -1.095], [-0.075, 0.286, 0.309], [-0.154, 0.740, 0.570], [-0.333, -0.092, -0.315], [0.696, 1.777, -0.955], [-0.528, 0.067, -0.820], [-0.270, 0.028, 0.034], [0.122, 0.599, 0.025], [-1.160, -0.374, -0.157], [0.779, 0.039, 0.175], [-0.116, -0.920, 1.907], [0.057, -0.113, 0.418], [0.990, -0.762, 0.770], [3.050, 0.475, 1.971], [0.233, -0.666, -3.036], [0.270, -0.327, -0.407], [1.351, -0.169, 0.646], [0.100, 0.675, -0.523], [-1.299, -0.423, 2.061], [0.407, 0.328, 1.116], [0.992, -0.175, -0.176], [-0.168, -0.588, -0.240], [-1.012, 0.512, -0.776], [-1.417, 0.468, 0.637], [-0.711, -1.847, -1.204], [0.044, 0.890, 0.487], [0.117, 0.755, 0.790], [-0.229, 0.618, -0.099], [-0.504, -0.184, -0.593], [-0.650, -0.636, 0.053], [-0.513, 0.451, -0.456], [-1.279, 0.307, -1.380], [0.133, 0.337, 0.666], [-2.295, 0.808, 0.291], [1.110, -0.125, 0.484], [0.397, 0.300, 0.766], [2.403, 0.780, 0.468], [-0.405, -0.398, -0.049], [-1.332, -0.862, -0.414], [-0.123, 0.018, 0.465], [0.658, -0.473, -0.419], [-0.164, -0.319, 0.180], [0.103, 0.241, 1.322], [0.023, -0.564, 0.440], [1.247, -0.502, -0.665], [-0.251, 0.422, -0.923], [-0.132, -0.785, 0.785], [0.429, -0.163, -0.659], [-0.532, 0.683, -0.968], [-1.873, 0.090, 0.446], [1.027, 0.783, 0.000], [-0.065, 0.121, -0.714], [1.318, -1.330, 0.483], [-0.188, 0.164, -0.835], [0.262, -0.200, 0.113], [-1.000, 0.499, -0.037], [-0.484, -3.001, -1.369], [-1.472, 2.275, -0.087], [0.068, -0.140, 0.237], [0.428, -0.267, 0.237], [0.144, -0.144, 0.488], [0.801, -0.255, -0.146], [0.273, 1.186, 0.194], [0.448, 0.113, 0.337], [-0.696, -1.309, 0.135], [0.798, 2.058, -1.256], [1.128, -0.072, 2.877], [-1.256, 0.509, -1.572], [0.510, 0.779, 0.006], [0.426, 0.268, 0.328], [0.341, -1.045, 0.263], [-1.054, -1.507, -0.377], [-1.190, -0.190, 0.059], [0.812, -0.048, 0.613], [0.258, 0.472, -0.006], [-0.028, 0.018, 0.388], [0.338, -0.107, 0.448], [-0.359, 0.423, -0.614], [-0.440, 0.028, -0.430], [-0.334, 0.336, -0.077], [0.061, 0.544, -0.125], [-0.812, -1.048, 0.060], [0.297, 0.015, -0.330], [0.801, -0.071, 0.459]],
  "energy_ha": -3278.13779,
  "largest_force_ev_per_a": 5.24,
  "lumo_energy_ev": -6.0083,
  "orbital_gap_ev": 5.57,
  "homo_energy_ev": -11.576,
  "total_charge": 2
}